Entry 1:
C6H11N | the ωB97M-V functional and the def2-TZVPD basis

For the HOMO-LUMO gap, the calculation gives 0.44264 Ha. As for the spin multiplicity: 1. Its structure (SMILES) is CCC(C)(C)C#N. Its charge is 0.

The geometry in XYZ format:
```
18
C6H11N (the ωB97M-V functional and the def2-TZVPD basis)
C -0.31 -1.92 -0.94
C -0.06 -0.41 -1.06
C -0.16 0.42 0.25
C 0.45 1.81 0.07
C 0.71 -0.17 1.36
C -1.56 0.74 0.56
N -2.65 1.12 0.72
H 0.49 -2.42 -0.38
H -0.33 -2.38 -1.93
H -1.26 -2.14 -0.45
H -0.77 0.02 -1.77
H 0.94 -0.24 -1.48
H 0.04 2.30 -0.82
H 0.20 2.42 0.95
H 1.57 1.64 0.11
H 0.54 0.33 2.32
H 0.60 -1.25 1.50
H 1.72 0.18 1.01
```



Entry 2:
C6H11N | the ωB97M-V functional and the def2-TZVPD basis

For the HOMO-LUMO gap, the calculation gives 0.34899 Ha. As for the spin multiplicity: 1. Its structure (SMILES) is C[C@]12C[C@H]1CCN2. Its charge is 0.

The geometry in XYZ format:
```
18
C6H11N (the ωB97M-V functional and the def2-TZVPD basis)
C 1.68 1.34 0.34
C 0.42 0.51 0.26
C 0.01 -0.42 1.43
C 0.45 -1.00 0.09
C -0.62 -1.36 -0.92
C -1.53 -0.10 -0.93
N -0.64 1.00 -0.58
H 2.09 1.54 -0.65
H 1.47 2.32 0.81
H 2.42 0.87 0.98
H -1.05 -0.43 1.69
H 0.68 -0.54 2.26
H 1.40 -1.54 0.05
H -1.16 -2.28 -0.65
H -0.13 -1.50 -1.90
H -1.94 0.08 -1.93
H -2.39 -0.24 -0.23
H -1.15 1.77 -0.13
```



Entry 3:
C6H11N | the ωB97M-V functional and the def2-TZVPD basis

For the HOMO-LUMO gap, the calculation gives 0.30048 Ha. As for the spin multiplicity: 1. Its structure (SMILES) is C=CCN/C=C/C. Its charge is 0.

The geometry in XYZ format:
```
18
C6H11N (the ωB97M-V functional and the def2-TZVPD basis)
C 2.42 -0.32 -1.62
C 1.23 0.23 -1.12
C 1.22 1.60 -0.31
N 0.09 1.29 0.72
C -0.98 0.48 0.48
C -1.67 -0.28 1.28
C -2.05 -1.66 0.86
H 3.33 0.21 -1.34
H 2.47 -0.98 -2.45
H 0.31 -0.19 -1.36
H 2.07 1.53 0.37
H 0.93 2.59 -0.74
H 0.52 0.99 1.53
H -1.39 0.73 -0.51
H -2.02 0.07 2.23
H -3.18 -1.89 0.95
H -1.74 -1.81 -0.23
H -1.55 -2.59 1.28
```